# 1
A molecular structure, C22H62O10Zr. Source: the Open Molecules 2025 dataset; level of theory: ωB97M-V with the def2-TZVPD basis set.

```
! wB97M-V def2-TZVPD RIJCOSX def2/J DEFGRID3
* xyz 2 1
Zr 3.9672 -1.1755 -1.4721
C 4.2083 -5.1060 0.0959
C 3.1162 -4.6067 -0.8043
C 1.8245 -4.8355 -0.0133
O 3.3752 -3.3104 -1.3097
H 5.1037 -4.7594 -0.4202
H 4.2211 -6.1730 0.3179
H 4.1705 -4.5385 1.0258
H 3.0511 -5.2032 -1.7143
H 1.7371 -4.2126 0.8769
H 1.7691 -5.9107 0.1571
H 0.9717 -4.5026 -0.6049
C -0.0764 -1.1297 0.4730
C 0.7128 -0.1011 -0.4865
C 1.0108 1.1305 0.2587
O 1.8996 -0.6162 -0.9540
H 0.0916 -2.1794 0.2318
H -1.1443 -0.9709 0.6223
H 0.4171 -1.0007 1.4363
H 0.0682 0.0935 -1.3437
H 1.7201 1.0171 1.0786
H 0.0634 1.3660 0.7435
H 1.1279 2.0329 -0.3413
C -1.6480 -3.2226 -1.8299
C -3.0992 -3.1126 -2.4799
O -4.0202 -2.5844 -1.5872
H -1.0178 -4.0484 -2.1601
H -1.9867 -3.3901 -0.8075
H -1.1758 -2.2591 -2.0217
H -3.4620 -4.1102 -2.7274
H -3.2013 -2.3576 -3.2593
H -3.5545 -1.8746 -1.1389
C 0.1812 -2.8722 5.3344
C 1.4164 -2.7218 4.3168
O 2.1441 -3.9199 4.1427
H 0.4373 -3.2371 6.3291
H -0.5406 -3.5407 4.8651
H -0.3081 -1.9089 5.4785
H 2.0162 -1.8689 4.6343
H 1.1485 -2.3600 3.3241
H 1.5332 -4.5218 3.7114
C 1.6365 5.9578 -1.3885
C 2.1079 4.7124 -2.2467
O 1.4177 4.7193 -3.5114
H 0.6188 5.6864 -1.1081
H 1.4729 6.9161 -1.8815
H 2.2213 5.9587 -0.4687
H 1.8200 3.8351 -1.6674
H 3.1866 4.8138 -2.3663
H 1.7816 4.0524 -4.0983
C -0.4765 2.1165 -4.3191
C 0.1723 0.7680 -4.7756
O 0.3482 0.7589 -6.1956
H -0.0021 2.9496 -4.8377
H -0.3788 2.3388 -3.2565
H -1.5395 2.1295 -4.5598
H -0.5108 -0.0203 -4.4593
H 1.0912 0.6086 -4.2114
H -0.4130 0.5203 -6.7296
C -4.5143 1.3317 -1.3609
C -3.4166 0.6451 -2.1758
O -2.5995 -0.2183 -1.3686
H -4.2356 1.8031 -0.4184
H -5.2178 0.5676 -1.0303
H -5.1894 1.9488 -1.9539
H -2.7819 1.3414 -2.7238
H -3.9861 -0.0073 -2.8377
H -1.7178 -0.2402 -1.7475
C -1.7765 3.7270 0.7868
C -0.9337 4.5124 1.8150
O 0.4153 4.0820 1.7683
H -1.9765 2.6781 1.0058
H -1.0099 3.6572 0.0151
H -2.6906 4.1882 0.4129
H -1.2529 4.4967 2.8572
H -0.8232 5.5234 1.4229
H 0.8089 4.5775 2.4902
C 3.4242 -0.5312 2.4966
C 4.3761 -0.1063 1.4195
O 4.7626 -1.1621 0.5044
H 3.6351 -1.4542 3.0368
H 2.4911 -0.6617 1.9486
H 3.2820 0.1973 3.2948
H 5.2920 0.1845 1.9340
H 4.0700 0.8549 1.0066
H 5.3681 -1.7173 1.0011
C -4.4894 1.8438 3.3191
C -3.6304 0.6680 3.0331
O -4.4111 -0.2294 2.1455
H -5.4848 1.6079 3.6955
H -4.7719 2.4230 2.4400
H -4.0044 2.5663 3.9755
H -3.3013 0.2196 3.9705
H -2.7195 0.9263 2.4931
H -3.8135 -0.4631 1.4315
*
```

The value obtained for the energy above the lowest of the compared OMol25 structures with the same formula, charge and spin is 424.5 kJ/mol. The orbital gap is 3.35 eV. The value obtained for the total energy is -45550.9943 eV. The value obtained for the HOMO energy is -13.53 eV.

=====

# 2
8 unconnected molecules or ions with the total composition C22H62O32P6S2. Source: the Open Molecules 2025 dataset; level of theory: ωB97M-V with the def2-TZVPD basis set.

```
! wB97M-V def2-TZVPD RIJCOSX def2/J DEFGRID3
* xyz 0 1
C -0.2262 -3.1303 -8.6138
O -1.3856 -2.9146 -7.7356
P -1.5120 -3.8313 -6.4041
O -0.9454 -5.2182 -6.3735
O -0.8712 -2.8161 -5.2894
C 0.5185 -2.7415 -4.9887
O -3.0490 -3.7394 -6.1168
C -3.5893 -2.5653 -5.5252
H -0.3567 -3.9797 -9.2843
H 0.7784 -3.2868 -8.2210
H -0.1002 -2.2477 -9.2408
H 0.6586 -2.2395 -4.0314
H 0.9422 -2.1372 -5.7909
H 1.0288 -3.7001 -5.0820
H -4.5691 -2.5176 -6.0003
H -3.0669 -1.6319 -5.7350
H -3.7201 -2.6362 -4.4454
C 6.4065 -0.4260 2.2837
O 7.1325 0.2493 3.2966
P 6.2897 0.9171 4.5268
O 5.0945 1.7345 4.1669
O 7.5109 1.7190 5.2301
C 7.2396 2.4199 6.4379
O 6.0903 -0.4285 5.4588
C 7.1441 -1.4015 5.6784
H 5.3267 -0.2830 2.3241
H 6.6196 -1.4910 2.3749
H 6.7724 -0.0168 1.3420
H 7.2945 1.7121 7.2650
H 6.3998 3.1144 6.4134
H 8.0472 3.1503 6.4858
H 7.2123 -1.5875 6.7502
H 8.1227 -1.2049 5.2404
H 6.7569 -2.3168 5.2306
C 1.5062 0.3764 12.0313
O 2.8849 -0.0008 12.1937
P 3.9151 0.0219 10.9352
O 4.0491 1.3696 10.3394
O 3.3478 -1.1750 9.9721
C 2.2582 -0.9614 9.1047
O 5.2419 -0.5880 11.6457
C 5.2437 -1.8948 12.0858
H 0.8490 -0.1984 12.6838
H 0.9910 0.1645 11.0945
H 1.3981 1.3893 12.4194
H 1.3195 -1.3997 9.4434
H 2.4834 -1.4600 8.1619
H 2.2053 0.0950 8.8412
H 5.8241 -2.0430 12.9964
H 5.6164 -2.5544 11.3020
H 4.2529 -2.2502 12.3687
C -5.8746 -0.9819 0.7215
O -6.6684 -1.9866 0.1067
P -8.0010 -1.4810 -0.6589
O -8.5126 -0.1824 -0.1952
O -7.8188 -1.6386 -2.2738
C -8.9827 -1.5009 -3.0444
O -8.9874 -2.6726 -0.3921
C -8.5809 -3.9836 -0.6347
H -6.2813 -0.6496 1.6766
H -5.7879 -0.1004 0.0861
H -4.8115 -1.2109 0.7954
H -9.9140 -1.7207 -2.5224
H -9.0527 -2.1837 -3.8912
H -9.0302 -0.4431 -3.3030
H -7.5866 -3.9916 -1.0813
H -9.3256 -4.3911 -1.3184
H -8.6754 -4.5228 0.3079
C -2.9531 -5.1560 3.5426
O -1.5467 -5.0425 3.8039
P -0.6474 -3.7398 3.4313
O -0.9599 -2.5118 4.2534
O 0.8415 -4.3720 3.5686
C 1.9694 -3.7785 2.8876
O -0.9734 -3.6096 1.8481
C -0.6849 -4.6702 0.9525
H -3.2943 -6.0949 3.1065
H -3.2874 -4.3934 2.8392
H -3.3951 -5.0509 4.5334
H 2.1573 -2.7604 3.2285
H 1.9913 -3.6715 1.8031
H 2.8016 -4.4795 2.9525
H -1.6363 -5.0954 0.6329
H 0.0128 -5.4187 1.3280
H -0.3320 -4.2577 0.0073
C -1.4117 5.9292 -10.1462
O -0.1351 5.4114 -10.5221
P 0.3449 3.9263 -9.9464
O 1.8198 3.6212 -10.0528
O -0.0733 3.7817 -8.3427
C 0.2635 2.6987 -7.4877
O -0.7643 2.9492 -10.6387
C -0.3902 2.3799 -11.8931
H -2.1423 5.6403 -10.9017
H -1.3167 7.0098 -10.0394
H -1.8094 5.4932 -9.2298
H -0.5013 1.9697 -7.2196
H 0.6089 3.1847 -6.5752
H 1.1283 2.1383 -7.8426
H -1.1033 2.7080 -12.6494
H -0.4050 1.3148 -11.6618
H 0.6341 2.5767 -12.2094
O -2.7200 7.2527 -3.5988
S -1.6608 6.4516 -4.2162
O -2.0016 5.4704 -5.2546
O -0.4702 7.4723 -4.7513
C 0.8296 7.1321 -4.2762
C 0.6103 6.4733 -2.9744
O -0.6195 5.8295 -3.1377
H 1.3360 6.4466 -4.9557
H 1.4114 8.0447 -4.1467
H 0.7264 7.1492 -2.1272
H 1.3315 5.6720 -2.8134
O 1.1384 1.9821 -0.6429
S 0.1608 2.1387 0.4410
O -1.2443 2.1391 0.1834
O 0.6196 1.3821 1.8050
C 0.1183 2.0532 2.9560
C 0.1380 3.5426 2.5463
O 0.5303 3.5926 1.1605
H -0.8939 1.6504 2.9919
H 0.5549 1.7768 3.9157
H 0.7093 4.0891 3.2966
H -0.9049 3.8527 2.6124
*
```

As for the SMILES: COP(=O)(OC)OC.COP(=O)(OC)OC.COP(=O)(OC)OC.COP(=O)(OC)OC.COP(=O)(OC)OC.COP(=O)(OC)OC.O=S1(=O)OCCO1.O=S1(=O)OCCO1. The value obtained for the energy above the lowest of the compared OMol25 structures with the same formula, charge and spin is 358.7 kJ/mol. The orbital gap is 10.65 eV. The value obtained for the total energy is -166749.5980 eV. The value obtained for the HOMO energy is -10.57 eV.

=====

# 3
8 unconnected molecules or ions with the total composition C22H62O32P6S2. Source: the Open Molecules 2025 dataset; level of theory: ωB97M-V with the def2-TZVPD basis set.

```
! wB97M-V def2-TZVPD RIJCOSX def2/J DEFGRID3
* xyz 0 1
C -8.0782 16.6113 -13.1403
O -8.7285 16.1776 -11.9266
P -9.9681 15.2150 -11.9005
O -11.0502 15.5644 -12.8322
O -9.3138 13.7802 -12.1895
C -10.0080 12.5475 -12.3827
O -10.3880 15.1837 -10.3600
C -11.6056 14.5471 -10.0292
H -7.2314 15.9955 -13.4441
H -7.5955 17.5528 -12.8902
H -8.8726 16.7262 -13.8698
H -10.0233 12.0550 -11.4058
H -9.5182 11.8777 -13.0800
H -11.0410 12.7709 -12.6512
H -11.4139 13.6478 -9.4334
H -12.2696 14.1604 -10.8054
H -12.2092 15.1800 -9.3791
C -12.6374 18.2269 -11.8673
O -14.0242 17.9508 -12.1260
P -15.0858 19.0102 -11.6167
O -15.1142 19.3598 -10.1918
O -16.4312 18.3259 -12.1980
C -16.4129 17.7854 -13.5008
O -14.8595 20.2585 -12.6235
C -15.0900 21.5971 -12.2854
H -12.3676 17.6035 -11.0120
H -12.4203 19.2404 -11.5227
H -12.0637 17.9654 -12.7503
H -17.3746 18.0151 -13.9712
H -16.5174 16.6917 -13.4914
H -15.5923 18.0183 -14.1750
H -15.9746 22.0800 -12.7056
H -14.2809 22.2278 -12.6756
H -15.0425 21.7510 -11.2049
C -4.2661 18.5253 -16.9544
O -5.3395 18.8527 -16.0791
P -6.8650 18.7534 -16.4750
O -7.8437 18.4867 -15.4059
O -6.8465 17.5909 -17.6016
C -7.9931 16.8305 -17.9335
O -7.0369 20.0602 -17.4077
C -8.3744 20.4310 -17.8348
H -4.0615 19.4350 -17.5225
H -4.3830 17.6149 -17.5374
H -3.4005 18.3365 -16.3143
H -7.6732 15.7905 -18.0500
H -8.2891 17.0662 -18.9620
H -8.8449 16.9215 -17.2650
H -8.5732 21.4698 -17.5876
H -9.0401 19.7247 -17.3390
H -8.4403 20.3264 -18.9170
C -9.6165 10.2176 -18.3601
O -8.6498 10.7605 -17.4500
P -9.1326 11.6467 -16.2046
O -10.3748 11.1715 -15.5725
O -7.8336 11.5868 -15.2746
C -7.6619 10.3802 -14.5088
O -9.1084 13.1575 -16.7021
C -9.2488 14.2053 -15.7675
H -9.3172 10.4079 -19.3920
H -10.6297 10.5409 -18.1461
H -9.4825 9.1348 -18.3035
H -8.4946 9.7024 -14.7085
H -7.6127 10.4762 -13.4269
H -6.7723 9.8836 -14.8904
H -8.9627 13.9851 -14.7337
H -10.2602 14.5954 -15.6339
H -8.5962 15.0373 -16.0292
C -14.4566 17.9608 -23.7299
O -13.0384 18.0199 -23.8921
P -12.1217 17.0098 -23.0652
O -12.7896 15.9987 -22.2192
O -11.2991 16.3586 -24.3116
C -10.3535 15.3254 -24.0027
O -11.0928 17.9451 -22.2699
C -10.4386 17.4867 -21.0845
H -14.7954 18.7440 -23.0499
H -14.8497 16.9894 -23.4379
H -14.8343 18.2064 -24.7243
H -9.3626 15.5484 -24.3970
H -10.6722 14.4829 -24.6242
H -10.3984 15.0397 -22.9549
H -9.5414 18.0838 -20.9427
H -10.3304 16.4065 -21.0217
H -11.0726 17.7740 -20.2409
C -14.7043 26.5653 -18.4683
O -13.8855 25.4281 -18.6967
P -14.2279 24.1339 -17.8596
O -15.6799 23.8631 -17.7452
O -13.3590 22.9961 -18.5706
C -13.1178 21.6974 -18.0154
O -13.4148 24.3690 -16.4780
C -13.9150 23.7972 -15.3051
H -14.2533 27.2280 -17.7154
H -15.7068 26.3449 -18.1128
H -14.6408 27.2209 -19.3367
H -13.5291 21.7049 -17.0066
H -12.0499 21.5336 -17.8665
H -13.5074 20.9288 -18.6733
H -13.1790 23.2548 -14.6908
H -14.7144 23.0558 -15.3673
H -14.1988 24.5610 -14.5711
O -13.4250 18.0920 -18.5087
S -12.6386 17.4503 -17.5341
O -11.2242 17.7128 -17.4394
O -13.1595 17.5251 -16.0112
C -12.8859 16.3073 -15.3063
C -13.1626 15.2429 -16.3580
O -12.8240 15.7799 -17.6064
H -11.8430 16.3526 -14.9844
H -13.4661 16.2446 -14.3900
H -14.2223 15.0008 -16.2093
H -12.6289 14.3012 -16.2298
O -18.3280 14.5242 -20.2151
S -17.8715 15.6357 -19.4228
O -18.6912 16.3312 -18.4791
O -16.4780 15.2459 -18.6684
C -15.3938 15.2969 -19.6153
C -15.7016 16.5675 -20.3044
O -17.1276 16.6459 -20.4702
H -14.4753 15.1472 -19.0586
H -15.5122 14.3934 -20.2268
H -15.2903 16.6554 -21.3081
H -15.3590 17.4297 -19.7326
*
```

As for the SMILES: COP(=O)(OC)OC.COP(=O)(OC)OC.COP(=O)(OC)OC.COP(=O)(OC)OC.COP(=O)(OC)OC.COP(=O)(OC)OC.O=S1(=O)OCCO1.O=S1(=O)OCCO1. The value obtained for the energy above the lowest of the compared OMol25 structures with the same formula, charge and spin is 0.0 kJ/mol. The orbital gap is 10.78 eV. The value obtained for the total energy is -166753.3152 eV. The value obtained for the HOMO energy is -10.58 eV.

=====

# 4
9 unconnected molecules or ions with the total composition C22H62O9. Source: the Open Molecules 2025 dataset; level of theory: ωB97M-V with the def2-TZVPD basis set.

```
! wB97M-V def2-TZVPD RIJCOSX def2/J DEFGRID3
* xyz 0 1
C 32.7861 -11.9314 6.0390
C 33.8902 -12.9536 5.8007
C 35.2404 -12.4003 6.2175
O 33.6020 -14.1504 6.5386
H 31.8048 -12.4064 5.9935
H 32.8546 -11.1229 5.3097
H 32.8696 -11.5526 7.0627
H 33.8886 -13.2839 4.7618
H 35.1755 -12.0505 7.2498
H 35.5279 -11.5680 5.5700
H 36.0285 -13.1481 6.1382
H 33.8937 -14.0389 7.4497
C 26.1979 -6.9469 3.8393
C 27.5993 -6.5274 4.2749
C 27.6478 -6.0065 5.7066
O 28.4937 -7.6599 4.2059
H 25.4183 -6.2822 4.2049
H 26.0018 -7.9377 4.2530
H 26.1533 -7.0640 2.7545
H 27.9658 -5.7499 3.5943
H 28.5580 -5.4467 5.9017
H 27.6273 -6.8700 6.3776
H 26.7573 -5.4146 5.9038
H 28.6659 -7.8666 3.2813
C 24.6384 -15.1697 2.5496
C 24.7394 -14.7787 4.0220
C 26.1632 -14.4144 4.4137
O 23.8345 -13.7358 4.3492
H 23.7527 -15.7849 2.3884
H 25.5102 -15.7464 2.2286
H 24.5757 -14.2901 1.9063
H 24.4589 -15.6501 4.6204
H 26.8485 -15.2579 4.3035
H 26.2359 -14.0201 5.4272
H 26.5360 -13.6199 3.7540
H 24.2295 -12.9051 4.0503
C 25.4085 -11.0956 1.9012
C 25.2780 -10.2922 3.1921
C 23.8950 -9.7242 3.3609
O 25.5364 -11.1732 4.2975
H 25.4936 -10.4948 0.9906
H 24.5283 -11.7282 1.7459
H 26.2845 -11.7455 1.9529
H 26.0292 -9.5052 3.1835
H 23.7095 -8.9806 2.5838
H 23.7682 -9.2794 4.3477
H 23.1505 -10.5166 3.2430
H 26.4959 -11.1719 4.4220
C 29.0604 -16.9330 1.9239
C 29.7265 -15.8034 2.6883
O 29.8363 -15.9988 4.0720
H 28.0052 -17.0405 2.1833
H 29.5191 -17.9082 2.1060
H 29.1201 -16.7340 0.8507
H 29.1486 -14.8843 2.5247
H 30.6847 -15.5242 2.2227
H 30.6225 -16.5044 4.2949
C 29.4164 -11.8847 3.0968
C 29.4432 -10.7362 4.0572
O 28.1725 -10.0871 4.1027
H 28.5207 -12.5080 3.1630
H 30.2799 -12.5356 3.2368
H 29.4236 -11.5415 2.0565
H 30.2615 -10.0525 3.7917
H 29.7042 -11.0812 5.0643
H 28.2683 -9.2755 4.6198
C 30.0687 -9.1934 -0.6330
C 28.5958 -9.5394 -0.5197
O 27.8339 -8.3345 -0.5791
H 30.3464 -8.4701 0.1387
H 30.2911 -8.8265 -1.6282
H 30.6596 -10.0704 -0.3531
H 28.3625 -10.0859 0.4009
H 28.3617 -10.2184 -1.3495
H 26.9316 -8.5725 -0.8051
C 26.4497 -10.8148 8.8193
C 26.1869 -10.9165 7.3476
O 24.8987 -10.3782 7.0568
H 25.7572 -11.4504 9.3835
H 26.3281 -9.8039 9.1990
H 27.4276 -11.2579 9.0166
H 26.2582 -11.9640 7.0397
H 26.9439 -10.3215 6.8176
H 24.7208 -10.5829 6.1299
C 31.2419 -8.6155 8.3061
C 30.3611 -9.6994 7.6903
O 29.9094 -10.6379 8.6541
H 31.6461 -7.9625 7.5306
H 32.1061 -9.1051 8.7657
H 30.6976 -8.0363 9.0471
H 30.9452 -10.1998 6.9113
H 29.4840 -9.2516 7.2236
H 30.6328 -11.1394 9.0404
*
```

As for the SMILES: CC(C)O.CC(C)O.CC(C)O.CC(C)O.CCO.CCO.CCO.CCO.CCO. The value obtained for the energy above the lowest of the compared OMol25 structures with the same formula, charge and spin is 62.0 kJ/mol. The orbital gap is 9.80 eV. The value obtained for the total energy is -42245.6387 eV. The value obtained for the HOMO energy is -9.41 eV.